Entry 1:
The following is a DFT calculation (the ωB97M-V functional and the def2-TZVPD basis) of a cluster of 2 separate species, CH4N5 in total in a non-equilibrium geometry.

Cartesian coordinates (Å):
C  0.516  0.667  -2.087
N  -1.321  -0.469  1.930
N  -1.476  0.153  0.870
N  0.600  -0.487  0.964
N  -0.093  -0.816  2.064
N  -0.308  0.092  0.255
H  1.358  1.231  -1.984
H  0.724  -0.328  -2.383
H  -0.232  1.416  -2.396
H  0.232  -1.458  2.767

Values from the calculation:
HOMO-LUMO gap in eV: 8.5
Energy above the lowest of the compared OMol25 structures with the same formula, charge and spin in kcal per mole: 107.4
DFT total energy in Eh: -313.80394
Strongest force on any atom in hartree/bohr: 0.08331
Charge: +1
LUMO energy in eV: -7.99

Entry 2:
The following is a DFT calculation (the ωB97M-V functional and the def2-TZVPD basis) of a structure of composition C24H46B3NO15 in a non-equilibrium geometry.

Cartesian coordinates (Å):
C  -2.378  -3.946  2.763
C  -2.356  -4.010  1.404
C  -1.748  -5.175  0.648
O  -2.452  -6.056  0.370
O  -0.426  -5.101  0.356
C  -0.104  -5.437  -1.006
C  0.563  -4.254  -1.752
C  -0.109  -2.932  -1.285
C  0.013  -1.830  -2.342
C  -0.738  -0.537  -1.951
C  -2.242  -0.857  -1.785
B  -3.195  0.398  -1.756
O  -3.163  1.398  -0.789
B  -4.426  1.887  -0.478
O  -5.580  1.518  -1.130
B  -5.394  0.485  -2.037
N  -6.348  -0.556  -2.328
C  -5.732  -1.907  -2.482
C  -7.372  -0.692  -1.319
C  -8.755  -1.051  -1.844
O  -7.190  -0.588  -0.164
O  -4.184  0.499  -2.743
H  -1.461  -3.840  3.342
H  -3.327  -4.014  3.292
H  -2.758  -3.176  0.828
H  -0.961  -5.776  -1.587
H  0.612  -6.261  -0.953
H  0.335  -4.416  -2.808
H  1.637  -4.226  -1.573
H  -1.153  -3.187  -1.106
H  0.410  -2.647  -0.368
H  -0.384  -2.247  -3.275
H  1.073  -1.612  -2.507
H  -0.288  -0.198  -1.016
H  -0.559  0.205  -2.730
H  -2.528  -1.496  -2.626
H  -2.416  -1.462  -0.888
H  -4.512  2.708  0.376
H  -6.506  -2.572  -2.872
H  -5.441  -2.277  -1.494
H  -4.909  -1.911  -3.187
H  -8.916  -0.704  -2.863
H  -8.769  -2.148  -1.900
H  -9.537  -0.769  -1.147
C  -0.192  5.880  3.577
C  0.843  4.803  3.825
O  0.271  3.491  3.739
C  0.044  3.044  2.499
O  0.285  3.633  1.478
O  -0.512  1.833  2.593
C  -0.893  1.269  1.333
H  -1.045  5.751  4.246
H  0.238  6.869  3.738
H  -0.573  5.833  2.557
H  1.231  4.896  4.839
H  1.689  4.892  3.142
H  -0.054  1.261  0.640
H  -1.727  1.819  0.913
H  -1.205  0.242  1.517
C  3.257  3.333  -2.700
C  4.263  2.413  -2.041
O  4.223  1.094  -2.609
C  4.819  0.958  -3.794
O  5.385  1.822  -4.411
O  4.664  -0.311  -4.190
C  5.174  -0.580  -5.496
H  2.259  2.893  -2.666
H  3.236  4.299  -2.195
H  3.502  3.499  -3.749
H  4.015  2.293  -0.988
H  5.274  2.817  -2.095
H  6.213  -0.270  -5.585
H  4.563  -0.079  -6.247
H  5.111  -1.655  -5.650
C  6.924  1.134  3.816
C  6.104  -0.137  3.734
O  4.983  -0.101  4.628
C  3.947  0.637  4.221
O  3.875  1.249  3.185
O  3.010  0.591  5.167
C  1.873  1.421  4.899
H  7.218  1.332  4.848
H  7.820  1.052  3.202
H  6.350  1.995  3.473
H  6.711  -0.985  4.048
H  5.770  -0.335  2.715
H  1.451  1.206  3.924
H  2.154  2.468  4.973
H  1.125  1.204  5.658

Values from the calculation:
HOMO-LUMO gap in eV: 8.5
DFT total energy in Eh: -2200.21487
Strongest force on any atom in hartree/bohr: 0.08969
LUMO energy in eV: 0.01

Entry 3:
The following is a DFT calculation (the ωB97M-V functional and the def2-TZVPD basis) of a structure of composition C24H38F18N5O14S6Y in a non-equilibrium geometry.

Cartesian coordinates (Å):
Y  0.032  -2.217  0.776
C  -4.181  -2.095  -1.167
F  -3.389  -2.578  -2.109
F  -4.065  -0.757  -1.185
F  -5.428  -2.577  -1.189
S  -3.348  -2.593  0.561
O  -3.176  -1.299  1.165
O  -4.317  -3.502  1.289
N  -1.754  -3.236  0.082
S  -2.205  -4.831  -0.063
O  -1.753  -5.636  1.012
O  -3.610  -5.214  -0.401
C  -1.146  -5.353  -1.623
F  -1.703  -4.731  -2.704
F  0.097  -4.918  -1.492
F  -1.125  -6.617  -1.766
C  4.128  -3.370  1.543
F  5.222  -3.887  1.114
F  3.892  -3.835  2.824
F  4.364  -2.068  1.613
S  2.648  -3.746  0.363
O  2.294  -2.465  -0.349
O  2.996  -4.866  -0.496
N  1.206  -3.975  1.320
S  1.385  -5.565  1.645
O  0.823  -6.377  0.572
O  2.676  -5.984  2.156
C  0.348  -5.904  3.265
F  -0.629  -5.045  3.293
F  -0.063  -7.182  3.181
F  1.102  -5.787  4.343
C  1.677  -1.502  4.906
F  0.648  -1.812  5.719
F  2.576  -0.793  5.564
F  2.235  -2.601  4.386
S  1.005  -0.479  3.278
O  1.164  0.952  3.385
O  1.776  -1.082  2.235
N  -0.468  -1.174  2.719
S  -1.451  -0.459  3.681
O  -1.107  0.037  5.000
O  -2.326  0.416  2.984
C  -2.547  -2.000  4.267
F  -2.420  -2.935  3.386
F  -2.243  -2.589  5.466
F  -3.803  -1.578  4.310
C  -2.946  5.358  -1.400
C  -1.471  5.007  -1.639
C  -0.675  6.337  -1.365
C  -0.639  6.657  0.192
C  0.109  5.569  0.939
C  -0.668  4.230  0.788
N  -1.189  3.942  -0.604
O  -1.657  2.669  -0.906
C  0.368  3.232  1.233
C  -1.926  4.236  1.748
C  -1.340  4.311  -3.046
H  -3.124  5.985  -0.526
H  -3.522  4.433  -1.427
H  -3.298  5.845  -2.310
H  0.344  6.360  -1.750
H  -1.130  7.228  -1.797
H  -1.589  7.040  0.565
H  -0.057  7.578  0.213
H  -0.057  5.755  2.000
H  1.140  5.539  0.589
H  0.364  2.944  2.284
H  0.216  2.211  0.882
H  1.435  3.345  1.039
H  -2.685  4.920  1.368
H  -2.281  3.205  1.723
H  -1.578  4.541  2.735
H  -2.153  3.603  -3.201
H  -0.354  3.866  -3.178
H  -1.348  5.147  -3.745
H  -2.526  2.724  -0.501
C  -0.177  0.572  -3.461
C  0.563  -0.610  -2.840
C  1.720  -1.213  -3.792
C  3.052  -0.364  -3.709
C  3.374  -0.123  -2.339
C  2.271  0.639  -1.485
N  1.052  -0.232  -1.472
O  0.063  0.037  -0.507
C  3.037  0.813  -0.044
C  2.082  2.056  -2.021
C  -0.338  -1.918  -2.504
H  -1.092  0.402  -4.029
H  0.605  1.066  -4.038
H  -0.550  1.246  -2.690
H  1.785  -2.272  -3.541
H  1.540  -1.267  -4.866
H  3.038  0.617  -4.183
H  3.904  -0.743  -4.274
H  4.337  0.387  -2.342
H  3.724  -1.047  -1.880
H  3.510  -0.119  0.266
H  3.890  1.490  0.008
H  2.406  1.279  0.713
H  2.455  2.214  -3.034
H  1.073  2.439  -1.867
H  2.789  2.748  -1.563
H  -1.336  -1.739  -2.105
H  0.210  -2.696  -1.973
H  -0.480  -2.544  -3.385
H  -0.304  0.874  -0.803

Values from the calculation:
HOMO-LUMO gap in eV: 7.2
Energy above the lowest of the compared OMol25 structures with the same formula, charge and spin in kcal per mole: 77.5
DFT total energy in Eh: -6489.15096
Strongest force on any atom in hartree/bohr: 0.16883
LUMO energy in eV: -1.02

Entry 4:
The following is a DFT calculation (the ωB97M-V functional and the def2-TZVPD basis) of a cluster of 3 separate species, C26H47FN2O6 in total in a non-equilibrium geometry.

Cartesian coordinates (Å):
O  -5.256  -0.618  -6.716
C  -4.432  0.023  -7.404
O  -4.773  0.596  -8.672
C  -2.965  0.256  -6.833
C  -1.833  -0.679  -7.499
C  -0.570  0.114  -8.079
C  0.288  0.922  -6.992
C  0.015  0.737  -5.430
C  0.661  2.151  -4.958
F  -0.131  2.622  -3.836
O  0.348  3.177  -5.953
C  0.400  2.496  -7.217
O  0.531  2.963  -8.358
H  -4.880  1.571  -8.532
H  -2.941  0.033  -5.703
H  -2.600  1.345  -6.928
H  -2.338  -1.186  -8.408
H  -1.512  -1.560  -6.826
H  0.120  -0.641  -8.609
H  -0.968  0.885  -8.838
H  1.346  0.485  -7.103
H  -1.039  0.839  -5.010
H  0.445  -0.154  -4.871
H  1.744  2.142  -4.612
C  -2.540  3.304  -0.335
C  -1.885  1.937  -0.021
C  -2.834  1.096  0.862
C  -2.899  1.580  2.307
C  -1.502  1.694  2.908
C  -0.541  2.547  2.053
N  -0.547  2.151  0.612
O  0.150  0.991  0.504
C  -0.908  4.043  2.192
C  0.874  2.468  2.681
C  -1.778  1.253  -1.409
H  -3.140  3.696  0.486
H  -1.790  4.054  -0.607
H  -3.227  3.237  -1.185
H  -2.510  0.048  0.862
H  -3.843  1.104  0.437
H  -3.421  2.539  2.371
H  -3.491  0.874  2.899
H  -1.579  2.114  3.916
H  -1.093  0.684  3.031
H  -0.301  4.660  1.523
H  -0.725  4.396  3.212
H  -1.956  4.260  1.999
H  1.244  1.442  2.763
H  0.872  2.875  3.696
H  1.597  3.047  2.097
H  -1.117  1.816  -2.075
H  -2.759  1.193  -1.889
H  -1.410  0.225  -1.346
C  3.327  -2.610  2.485
C  2.106  -2.260  3.370
C  2.466  -1.090  4.312
C  3.385  -1.499  5.459
C  2.814  -2.695  6.215
C  2.467  -3.885  5.296
N  1.654  -3.478  4.111
O  0.386  -3.250  4.543
C  3.767  -4.583  4.833
C  1.764  -4.972  6.149
C  1.047  -1.760  2.355
H  4.282  -2.491  2.995
H  3.262  -3.634  2.101
H  3.389  -1.959  1.607
H  1.550  -0.661  4.738
H  2.942  -0.285  3.742
H  4.388  -1.727  5.088
H  3.502  -0.656  6.148
H  3.532  -3.009  6.980
H  1.919  -2.368  6.757
H  3.551  -5.372  4.106
H  4.279  -5.053  5.678
H  4.499  -3.907  4.395
H  0.867  -4.603  6.651
H  2.429  -5.337  6.938
H  1.483  -5.833  5.534
H  0.761  -2.555  1.660
H  1.439  -0.928  1.763
H  0.141  -1.384  2.839

Values from the calculation:
HOMO-LUMO gap (spin up / spin down) in eV: 9.2 / 9.4
<S²>: 2.009
DFT total energy in Eh: -1679.49168
2S+1: 3
Strongest force on any atom in hartree/bohr: 0.09147
LUMO energy (spin up / spin down) in eV: 0.35 / -0.11

Entry 5:
The following is a DFT calculation (the ωB97M-V functional and the def2-TZVPD basis) of an isolated molecule of C3H8ClP in a non-equilibrium geometry.

Cartesian coordinates (Å):
C  0.711  1.756  0.069
P  0.904  0.264  -1.048
C  0.111  -1.013  0.030
C  -1.467  -0.939  -0.001
Cl  0.473  -2.644  -0.517
H  0.409  1.664  1.115
H  -0.046  2.380  -0.288
H  1.621  2.291  -0.074
H  2.257  -0.151  -0.412
H  0.611  -0.903  1.173
H  -1.773  -0.907  -1.066
H  -2.035  -1.814  0.500
H  -1.775  0.016  0.518

Values from the calculation:
HOMO-LUMO gap in eV: 10.4
Energy above the lowest of the compared OMol25 structures with the same formula, charge and spin in kcal per mole: 19.3
DFT total energy in Eh: -920.60043
Strongest force on any atom in hartree/bohr: 0.06816
LUMO energy in eV: 0.85
SMILES: CP[C@@H](C)Cl

Entry 6:
The following is a DFT calculation (the ωB97M-V functional and the def2-TZVPD basis) of a cluster of 3 separate species, H6O3 in total in a non-equilibrium geometry.

Cartesian coordinates (Å):
O  -1.298  -0.804  1.546
H  -1.169  -0.215  0.762
H  -1.586  -1.610  1.069
O  1.888  0.201  -0.530
H  2.319  -0.610  -0.272
H  1.832  0.738  0.246
O  -0.951  0.642  -0.677
H  -0.077  0.288  -0.873
H  -0.957  1.371  -1.271

Values from the calculation:
HOMO-LUMO gap in eV: 11.3
Energy above the lowest of the compared OMol25 structures with the same formula, charge and spin in kcal per mole: 8.6
DFT total energy in Eh: -229.31145
Strongest force on any atom in hartree/bohr: 0.02798
LUMO energy in eV: 0.62
SMILES: O.O.O

Entry 7:
The following is a DFT calculation (the ωB97M-V functional and the def2-TZVPD basis) of an isolated molecule of C3H4N2O in a non-equilibrium geometry.

Cartesian coordinates (Å):
C  -2.376  -0.485  -0.017
N  -1.251  -0.121  -0.426
O  -0.482  0.390  0.603
C  0.677  0.957  -0.202
C  1.633  -0.129  -0.160
N  2.472  -0.889  0.111
H  -2.788  -0.268  1.088
H  -2.861  -1.122  -0.659
H  0.995  1.811  0.392
H  0.366  1.472  -1.168

Values from the calculation:
HOMO-LUMO gap in eV: 11.3
Energy above the lowest of the compared OMol25 structures with the same formula, charge and spin in kcal per mole: 93.4
DFT total energy in Eh: -301.33839
Strongest force on any atom in hartree/bohr: 0.07704
LUMO energy in eV: 0.91
SMILES: C=NOCC#N